No. 1
Here is a structure of composition C45H44Cl5CrN5O5S at a distorted geometry from OMol25. Energies are from ωB97M-V with the def2-TZVPD basis set.

Structure (XYZ):
```
106
Properties=species:S:1:pos:R:3:forces:R:3:lowdin_charge:R:1
Cr -0.608304 0.966715 0.506452 0.046 -1.136 0.814 0.879
C -1.096504 2.322715 4.286052 -0.110 0.099 -0.036 0.004
C 0.107196 1.512015 3.936252 0.209 0.045 0.243 -0.291
C 1.238696 1.594815 4.757852 0.058 -0.173 -0.255 0.020
C 2.312996 0.761215 4.529252 -0.359 0.078 0.008 0.007
C 2.188996 -0.229785 3.563752 -0.384 -0.137 -0.231 0.024
C 1.027896 -0.260885 2.803752 0.466 0.427 0.634 -0.218
N 0.042496 0.656315 2.923352 0.127 -0.279 -0.170 0.135
C 0.673196 -1.337085 1.884952 0.250 -0.627 -0.036 -0.168
C 1.220696 -2.622385 1.922752 -0.260 0.375 -0.079 0.042
C 0.614196 -3.629085 1.191652 -0.175 0.200 0.027 0.018
C -0.591604 -3.368585 0.553652 -0.044 0.402 0.066 0.033
C -1.077004 -2.064885 0.549452 0.210 -0.363 0.027 -0.188
N -0.376404 -1.066585 1.095552 0.073 0.552 -0.385 0.089
C -2.394004 -1.661085 0.055452 -0.638 -0.444 -0.216 -0.201
C -3.420404 -2.581685 -0.133148 0.289 0.345 0.060 0.023
C -4.671204 -2.109785 -0.502948 0.195 0.117 -0.007 -0.001
C -4.817404 -0.760185 -0.740848 0.192 -0.046 0.065 0.018
C -3.732804 0.111115 -0.578948 -0.519 -0.348 -0.157 -0.271
C -3.912504 1.530415 -0.978248 0.066 0.251 0.035 -0.008
N -2.568804 -0.344285 -0.124748 0.943 0.222 0.114 0.139
H -1.267004 2.222615 5.357352 -0.075 0.075 0.017 0.105
H -1.978004 1.960315 3.763952 0.005 -0.007 0.039 0.074
H -0.947604 3.380915 4.075052 -0.019 0.087 0.023 0.093
H 1.247996 2.318415 5.558852 0.018 0.037 0.076 0.131
H 3.213496 0.845315 5.115552 0.106 -0.006 0.071 0.129
H 2.993796 -0.917785 3.361952 -0.055 -0.087 0.095 0.096
H 2.109296 -2.812385 2.501052 -0.029 0.019 0.157 0.114
H 1.039396 -4.620985 1.169152 0.075 -0.082 0.027 0.112
H -1.129404 -4.156385 0.054752 -0.123 -0.082 -0.028 0.124
H -3.252304 -3.633785 0.024652 0.028 -0.083 0.083 0.122
H -5.502504 -2.788385 -0.619248 -0.060 -0.039 -0.028 0.129
H -5.763204 -0.360085 -1.066248 -0.118 0.089 -0.059 0.131
H -4.547104 1.575915 -1.859748 -0.007 0.042 -0.098 0.108
H -2.959804 1.996315 -1.190148 -0.011 0.133 -0.012 0.047
H -4.407604 2.092615 -0.190448 -0.019 0.034 -0.018 0.045
Cl -2.955804 7.509515 2.365252 0.023 0.044 0.002 0.754
C -2.674704 5.852015 2.077652 0.136 -0.206 0.002 -0.699
C -1.391804 5.415115 1.713452 -0.268 -0.172 0.128 -0.691
Cl -0.078804 6.506715 1.611452 0.043 -0.077 -0.051 0.771
C -1.209104 4.065615 1.451352 -0.899 -0.276 -0.152 -0.548
Cl 0.299196 3.338915 1.092252 0.238 0.069 0.119 1.050
C -2.253904 3.122215 1.518152 0.173 2.333 0.105 -0.456
O -1.966504 1.898115 1.183952 -0.300 -1.416 0.011 -0.225
C -3.510704 3.567315 1.965952 0.341 -0.265 -0.163 -0.598
Cl -4.763004 2.428815 2.249652 0.054 -0.151 0.039 0.791
C -3.715604 4.922415 2.229352 0.201 0.100 -0.080 -0.683
Cl -5.257804 5.456815 2.734252 0.026 -0.016 0.004 0.756
C 2.393996 -7.832485 0.523952 0.047 -0.123 -0.020 -0.033
C 2.939996 -6.444985 0.473752 0.003 0.177 -0.076 -0.274
C 2.854796 -5.677485 -0.685948 0.066 0.034 0.059 -0.031
C 3.337596 -4.378885 -0.722848 0.035 -0.008 -0.147 -0.058
C 3.909096 -3.846285 0.415852 0.122 0.552 -0.056 -0.291
C 4.038196 -4.600185 1.569352 0.074 0.000 0.171 -0.057
C 3.556796 -5.894485 1.595252 0.030 0.114 -0.126 -0.017
S 4.447496 -2.150985 0.505052 -1.303 0.237 -0.169 0.695
O 4.140696 -1.717085 1.853452 0.333 -0.307 -0.086 -0.325
O 5.757796 -1.933985 -0.002348 0.273 -0.090 -0.212 -0.237
N 3.364996 -1.369085 -0.548248 0.689 -0.964 0.334 -0.118
C 3.814896 -0.037985 -0.920348 0.380 0.437 0.076 -0.220
C 3.798496 0.934315 0.254852 -0.210 -0.117 -0.166 -0.052
C 2.430296 1.279315 0.826552 0.949 1.029 0.997 -0.612
O 2.352696 2.067015 1.751952 0.512 0.026 -0.228 -0.030
O 1.392096 0.711615 0.305952 -1.713 -0.571 -1.130 -0.148
H 1.664896 -7.999885 -0.263848 -0.053 -0.069 -0.036 0.082
H 1.932696 -8.028185 1.488852 -0.060 -0.081 0.041 0.087
H 3.203596 -8.549485 0.395552 0.014 -0.120 -0.016 0.099
H 2.410896 -6.102685 -1.572648 -0.089 -0.067 -0.115 0.119
H 3.271496 -3.777985 -1.615648 -0.049 0.028 -0.135 0.111
H 4.506096 -4.162285 2.436452 0.033 0.004 0.174 0.124
H 3.661496 -6.482685 2.492252 -0.010 -0.102 0.158 0.126
H 2.453696 -1.320885 -0.113148 -0.167 -0.150 0.174 0.061
H 3.190296 0.325315 -1.743648 0.132 -0.105 0.069 0.116
H 4.844196 -0.150585 -1.267448 -0.155 0.179 -0.176 0.121
H 4.270396 1.883515 -0.005448 -0.024 -0.002 -0.006 0.142
H 4.372696 0.509515 1.084052 -0.035 0.229 -0.061 0.120
C -1.580804 -1.890685 -3.300748 -0.018 0.166 -0.116 -0.016
C -0.254604 -1.118785 -3.356648 0.074 -0.269 0.176 -0.334
C 0.668996 -1.477585 -2.202648 -0.014 0.210 -0.137 -0.042
C -0.557204 0.349615 -3.525748 0.365 -0.917 -0.931 -0.048
C -0.754004 0.746215 -4.837948 0.189 -0.486 0.328 0.011
C -1.124804 2.030315 -5.196148 0.024 0.067 0.466 0.056
C -1.297004 2.976215 -4.199848 -0.118 0.263 0.360 0.017
C -1.107104 2.667415 -2.871948 -0.249 1.018 0.067 -0.080
C -1.137004 3.781015 -1.865448 -0.184 0.070 0.019 -0.390
C 0.235396 4.469815 -1.897548 -0.022 -0.209 0.006 -0.039
C -2.244404 4.812315 -2.097148 0.074 -0.266 -0.019 -0.024
C -0.742704 1.317515 -2.462848 -0.031 0.161 0.251 -0.158
N -0.624804 1.072015 -1.188348 -0.094 0.109 -0.356 0.112
H -1.384404 -2.952585 -3.175548 0.024 -0.084 0.024 0.095
H -2.136104 -1.752485 -4.225148 -0.127 -0.023 -0.050 0.092
H -2.198404 -1.545985 -2.477348 -0.135 0.006 0.106 0.060
H 0.246596 -1.439885 -4.275848 -0.075 0.143 0.029 0.146
H 0.369096 -0.978785 -1.288348 0.125 -0.172 0.039 0.037
H 1.685596 -1.179185 -2.432548 0.156 0.033 0.042 0.077
H 0.664896 -2.552485 -2.037648 0.021 -0.086 -0.014 0.090
H -0.611004 0.021315 -5.623848 0.032 -0.181 -0.003 0.136
H -1.258204 2.296215 -6.233148 -0.032 0.006 -0.132 0.139
H -1.569404 3.983815 -4.467248 0.002 0.137 -0.004 0.130
H -1.292104 3.353515 -0.874048 0.047 0.019 -0.240 0.059
H 0.417896 4.895915 -2.880748 0.008 0.080 -0.103 0.098
H 1.031996 3.762815 -1.676448 0.153 0.013 0.027 0.078
H 0.256696 5.268015 -1.162648 0.063 0.126 0.102 0.067
H -2.004504 5.465115 -2.930848 -0.039 0.139 -0.088 0.088
H -2.340604 5.429515 -1.205748 -0.011 0.080 0.019 0.087
H -3.200704 4.332515 -2.291848 -0.148 0.014 0.007 0.089
```
Positions in Å, forces in eV/Å.

Values from the calculation:
molecular weight	996.20	Da
calculated total energy	-166921.227	eV
LUMO level (alpha / beta)	-8.319 / -8.350	eV
charge	+2
relative energy (zero: lowest compared OMol25 entry of this formula, charge and spin)	0.236	eV
max |F|	2.34	eV Å⁻¹

---

No. 2
Here is a structure of composition C45H44F5N8O4P2SY at a distorted geometry from OMol25. Energies are from ωB97M-V with the def2-TZVPD basis set.

Structure (XYZ):
```
110
Properties=species:S:1:pos:R:3:forces:R:3:lowdin_charge:R:1
Y 0.087735 1.092574 -0.969451 0.154 0.285 0.365 1.385
O 1.978926 0.091902 -4.769460 -0.215 -0.511 1.468 0.011
C 1.596789 0.135871 -3.580459 -0.015 -0.148 -1.873 -0.508
N 1.168323 1.228167 -2.958212 -0.442 0.960 0.361 -0.095
C 1.121746 2.478553 -3.772133 0.470 -1.225 0.057 -0.131
C -0.067985 3.315260 -3.413978 0.111 -1.309 -0.735 -0.296
C -0.277080 4.483557 -4.113386 -2.620 0.979 1.819 0.006
C -1.448816 5.224714 -3.805275 1.111 -1.764 -0.417 -0.005
C -2.351778 4.691524 -2.863211 0.296 0.360 -0.005 -0.034
C -1.986654 3.548104 -2.162185 0.179 0.180 -1.350 -0.130
N -0.925410 2.794808 -2.533510 0.034 1.104 1.493 0.010
C 1.464057 -1.174758 -2.785541 1.089 -0.106 0.520 -0.227
C 1.832013 -2.365457 -3.372352 -0.394 -0.202 -1.479 0.002
C 1.599566 -3.571634 -2.719428 0.800 0.125 -0.803 -0.028
C 1.298519 -3.538327 -1.390530 -0.226 1.006 0.454 -0.032
C 1.105712 -2.297316 -0.787999 -0.223 0.029 -0.226 -0.103
N 1.116574 -1.158843 -1.483666 -0.514 0.576 -0.333 0.006
H 1.033733 2.180981 -4.859079 0.577 0.544 1.020 0.143
H 2.017925 3.096807 -3.529116 -0.354 -0.499 -0.691 0.145
H 0.375703 4.850494 -4.849006 0.973 0.237 -0.698 0.109
H -1.544334 6.112439 -4.405232 -0.755 0.351 0.245 0.107
H -3.328029 5.123903 -2.647697 0.440 0.266 0.034 0.111
H -2.562224 3.238520 -1.304499 -0.178 -0.360 -0.048 0.103
H 2.167418 -2.310311 -4.414169 -0.132 -0.110 0.427 0.133
H 1.742856 -4.531577 -3.214003 0.047 0.305 -0.015 0.124
H 1.234014 -4.440856 -0.852644 -0.193 -0.814 0.805 0.101
H 0.906286 -2.178834 0.268604 -0.013 -0.214 0.018 0.084
C -3.994492 0.372479 -1.340284 0.139 -1.166 0.095 -0.238
P -2.356618 -0.427148 -1.735659 -0.920 0.217 -0.165 1.004
C -2.369845 -2.057740 -0.798216 0.501 1.462 0.411 -0.396
N -2.604075 -3.103717 -1.481233 -0.533 -1.146 -1.846 0.114
C -2.331584 -4.324645 -0.987248 -0.183 -0.901 0.424 -0.192
C -2.572987 -5.527615 -1.757581 0.578 0.553 2.178 0.012
C -2.353722 -6.731438 -1.126047 0.604 1.444 0.233 -0.055
C -1.849941 -6.806088 0.221874 -0.170 -0.490 -1.190 -0.051
C -1.518101 -5.670073 0.884172 -0.607 0.009 0.187 -0.020
C -1.817295 -4.405079 0.328718 -0.026 -0.698 -0.181 -0.200
N -1.654742 -3.300498 1.114606 0.208 -1.727 -0.196 0.153
C -1.914514 -2.177012 0.566207 0.144 1.581 -0.169 -0.461
P -1.702291 -0.658311 1.536374 -1.394 0.988 0.028 1.021
C -3.483103 -0.675821 2.127533 1.137 1.493 1.178 -0.203
C -0.898048 -0.964795 3.133109 1.072 0.367 0.867 -0.723
C 0.474177 -1.573476 2.814651 0.276 0.767 1.802 -0.106
C -0.758502 0.452045 3.834615 -1.991 -1.000 -0.157 -0.061
C -1.540121 -1.887376 4.148976 -0.947 -1.186 0.501 -0.110
C -2.673427 -0.749596 -3.599384 -0.007 -1.262 0.946 -0.671
C -1.626960 -1.795282 -4.067553 -0.865 0.471 0.682 -0.072
C -4.063760 -1.348694 -3.911952 -0.191 0.314 -0.583 -0.090
C -2.459843 0.566187 -4.314620 -1.666 0.626 0.085 -0.102
H -4.768723 -0.417149 -1.371550 0.300 0.435 0.048 0.061
H -4.178616 1.062754 -2.143555 -0.165 0.402 -0.267 0.020
H -4.045411 0.886559 -0.392492 0.195 0.155 0.256 0.020
H -2.928095 -5.463468 -2.760232 -0.161 0.105 -0.533 0.104
H -2.445170 -7.577055 -1.748523 -0.331 -1.224 -0.155 0.090
H -1.720939 -7.789923 0.677568 0.067 0.351 -0.133 0.113
H -1.162304 -5.702885 1.893869 0.240 0.024 0.376 0.113
H -3.638528 -1.568086 2.716865 -0.257 -0.495 -0.458 0.038
H -4.117888 -0.514203 1.303140 -1.028 -0.313 -0.886 -0.002
H -3.689885 0.152448 2.838810 0.386 -0.224 -0.518 0.062
H 0.994195 -0.922903 2.159750 0.748 0.695 -0.876 0.027
H 0.396297 -2.546741 2.365239 -0.006 -0.543 0.140 0.055
H 1.076459 -1.562331 3.765315 -0.439 -0.428 -0.894 0.122
H -0.351493 1.232253 3.237051 0.695 0.424 -0.673 0.031
H -0.200896 0.348685 4.762221 0.001 -0.007 0.042 0.096
H -1.810892 0.804254 4.043625 1.077 -0.328 0.178 0.092
H -1.613270 -2.914740 3.763772 0.182 0.215 -0.033 0.074
H -2.573636 -1.677045 4.509036 0.806 0.442 -0.273 0.087
H -0.880541 -1.938832 5.030421 -0.267 0.129 -0.216 0.097
H -1.877663 -2.739813 -3.584657 0.296 -0.017 -0.307 0.062
H -0.606494 -1.514955 -3.865826 0.207 0.161 0.183 0.046
H -1.729445 -1.856991 -5.126754 -0.018 -0.326 -0.948 0.084
H -4.283250 -2.297273 -3.424234 0.353 -0.033 0.059 0.071
H -4.082597 -1.506687 -5.005927 0.017 -0.130 0.360 0.093
H -4.927813 -0.704283 -3.722325 0.314 0.248 0.162 0.075
H -1.437922 0.830602 -4.287905 1.132 0.573 0.087 0.047
H -3.110238 1.406101 -3.959577 0.693 -0.599 0.115 0.086
H -2.761118 0.490871 -5.352476 0.071 -0.411 -0.402 0.093
O 6.399199 1.029937 7.819052 -0.520 0.966 -0.575 -0.367
S 5.441493 1.788093 7.011603 -0.094 -1.937 0.528 0.402
O 5.471954 3.221018 7.097871 0.352 0.578 -0.127 -0.346
O 4.104294 1.208685 7.025363 0.089 0.223 -0.121 -0.381
C 5.974948 1.342068 5.303859 0.821 -0.682 -0.341 -0.304
N 7.233341 0.888481 5.122191 -0.475 1.174 1.745 0.126
C 7.545679 0.373176 3.984566 1.126 -1.121 -0.966 -0.143
C 6.669479 0.205475 2.923311 -0.760 -0.190 0.194 0.010
C 5.416757 0.730923 3.165310 0.127 0.430 -0.053 -0.233
N 5.098147 1.304623 4.324632 -0.784 0.348 -0.036 0.152
C 4.350406 0.776838 2.140777 -1.448 -0.304 -0.232 -0.104
C 3.132281 1.417563 2.432879 0.406 1.761 2.170 0.013
C 2.118345 1.516467 1.525086 -0.557 -0.661 -0.598 -0.128
N 2.221344 0.886755 0.315430 -1.736 1.432 0.053 -0.047
C 3.344362 0.282936 0.003661 0.604 -1.110 0.825 -0.143
C 4.379699 0.144052 0.902932 0.841 0.460 0.414 0.009
H 8.563043 -0.007371 3.923014 0.038 0.054 -0.206 0.113
H 6.881836 -0.391102 2.049222 0.308 0.226 -0.092 0.100
H 3.042135 1.959634 3.429483 0.152 -0.965 -1.336 0.153
H 1.135992 2.027854 1.743150 1.448 -0.606 -0.238 0.092
H 3.442060 -0.302993 -0.891903 -0.383 0.276 -0.582 0.105
H 5.234349 -0.439392 0.620918 0.282 -0.134 -0.221 0.105
F -2.361572 2.352452 1.690360 0.198 0.602 0.075 -0.018
C -1.464148 3.370364 1.412331 -0.319 -0.619 -0.758 -0.234
C -0.479696 3.101147 0.467139 -0.722 -0.424 0.579 -0.143
C 0.282272 4.195849 0.212834 0.746 0.905 0.017 -0.281
F 1.306369 4.124054 -0.701117 -0.229 -0.278 -0.043 0.038
C 0.146790 5.430784 0.825822 -0.171 0.331 0.191 -0.143
F 0.907809 6.456701 0.447744 0.209 0.152 0.141 0.121
C -0.831817 5.625723 1.799986 -0.383 -0.282 -0.640 -0.136
F -1.026325 6.781035 2.411623 0.235 0.448 -0.013 0.142
C -1.730202 4.598492 2.017813 1.121 -1.718 -0.598 -0.175
F -2.760523 4.673953 2.818937 -0.795 0.624 0.870 0.145
```
Positions in Å, forces in eV/Å.

Values from the calculation:
molecular weight	1038.81	Da
calculated total energy	-111533.858	eV
LUMO level	-1.601	eV
relative energy (zero: lowest compared OMol25 entry of this formula, charge and spin)	1.352	eV
max |F|	3.34	eV Å⁻¹